[1]
{
  "formula": "C46H70O10P2Si",
  "method": "wB97M-V/def2-TZVPD",
  "elements": ["C", "Si", "C", "C", "C", "C", "C", "C", "C", "C", "C", "C", "C", "C", "C", "C", "C", "C", "C", "C", "C", "C", "C", "C", "C", "C", "O", "C", "C", "C", "O", "C", "C", "C", "C", "C", "C", "H", "H", "H", "H", "H", "H", "H", "H", "H", "H", "H", "H", "H", "H", "H", "H", "H", "H", "H", "H", "H", "H", "H", "H", "H", "H", "H", "H", "H", "H", "H", "H", "H", "H", "H", "H", "H", "H", "H", "H", "O", "P", "O", "C", "C", "O", "C", "C", "O", "C", "C", "H", "H", "H", "H", "H", "H", "H", "H", "H", "H", "H", "H", "H", "H", "H", "O", "P", "O", "C", "C", "O", "C", "C", "O", "C", "C", "H", "H", "H", "H", "H", "H", "H", "H", "H", "H", "H", "H", "H", "H", "H"],
  "positions_angstrom": [[6.574, -1.108, 2.901], [5.293, -0.579, 1.606], [3.629, -1.407, 1.966], [5.040, 1.285, 1.738], [4.398, 1.690, 3.074], [4.425, 3.219, 3.300], [3.040, 3.869, 3.277], [2.240, 3.533, 2.007], [0.707, 3.650, 2.206], [0.056, 4.708, 1.290], [-1.108, 4.200, 0.391], [-1.051, 2.754, -0.045], [-2.148, 1.903, 0.175], [-3.449, 2.364, 0.804], [-4.699, 1.781, 0.085], [-5.377, 0.647, 0.826], [-5.617, -0.568, 0.199], [-6.236, -1.607, 0.885], [-6.621, -1.414, 2.198], [-6.416, -0.203, 2.838], [-5.792, 0.823, 2.141], [-2.082, 0.559, -0.189], [-0.967, 0.008, -0.789], [0.111, 0.837, -1.029], [0.068, 2.188, -0.680], [1.277, 2.991, -1.039], [1.262, 4.171, -1.324], [2.569, 2.245, -1.101], [2.607, 0.953, -1.419], [1.325, 0.248, -1.679], [1.275, -0.757, -2.360], [5.974, -1.047, -0.084], [6.209, -2.373, -0.442], [6.686, -2.692, -1.704], [6.959, -1.671, -2.601], [6.761, -0.342, -2.270], [6.256, -0.042, -1.011], [6.123, -1.682, 3.708], [7.313, -1.737, 2.399], [7.115, -0.230, 3.256], [3.682, -1.895, 2.941], [2.857, -0.637, 2.024], [3.343, -2.153, 1.224], [6.017, 1.761, 1.610], [4.413, 1.590, 0.893], [3.385, 1.292, 3.145], [4.991, 1.198, 3.851], [5.116, 3.668, 2.583], [4.882, 3.395, 4.278], [2.499, 3.601, 4.188], [3.189, 4.952, 3.320], [2.489, 2.526, 1.669], [2.589, 4.229, 1.242], [0.590, 4.001, 3.234], [0.225, 2.675, 2.156], [-0.373, 5.478, 1.934], [0.770, 5.238, 0.666], [-2.036, 4.451, 0.891], [-1.105, 4.805, -0.520], [-3.500, 2.057, 1.850], [-3.568, 3.441, 0.774], [-5.446, 2.568, -0.051], [-4.444, 1.450, -0.923], [-5.321, -0.705, -0.835], [-6.394, -2.545, 0.370], [-7.087, -2.225, 2.746], [-6.713, -0.021, 3.863], [-5.630, 1.772, 2.641], [-2.937, -0.078, -0.003], [-0.947, -1.042, -1.043], [3.489, 2.788, -0.924], [3.547, 0.419, -1.496], [5.991, -3.182, 0.249], [6.850, -3.720, -2.001], [7.330, -1.909, -3.592], [6.998, 0.436, -2.982], [6.073, 0.997, -0.758], [7.226, -1.273, -6.861], [7.124, -1.240, -8.331], [7.785, 0.130, -8.878], [9.046, 0.570, -8.379], [10.201, -0.084, -9.114], [5.578, -0.898, -8.643], [4.574, -0.990, -7.630], [4.258, 0.378, -7.065], [7.239, -2.149, -9.656], [8.215, -3.203, -9.771], [8.411, -3.983, -8.487], [9.122, 0.390, -7.304], [9.077, 1.649, -8.531], [10.258, -1.150, -8.875], [11.149, 0.373, -8.828], [10.074, 0.010, -10.192], [4.872, -1.680, -6.842], [3.686, -1.407, -8.109], [5.153, 0.844, -6.653], [3.504, 0.309, -6.280], [3.885, 1.036, -7.852], [9.162, -2.783, -10.120], [7.853, -3.867, -10.554], [8.882, -3.367, -7.716], [9.052, -4.847, -8.660], [7.453, -4.328, -8.096], [-11.398, -2.386, 4.609], [-10.766, -1.725, 5.764], [-11.905, -1.334, 6.839], [-12.918, -2.274, 7.190], [-12.452, -3.222, 8.279], [-10.360, -0.252, 5.245], [-10.356, 0.076, 3.855], [-11.616, 0.827, 3.484], [-9.481, -1.774, 6.739], [-8.893, -3.020, 7.158], [-8.854, -4.065, 6.061], [-13.251, -2.830, 6.312], [-13.767, -1.691, 7.547], [-11.680, -3.898, 7.900], [-13.281, -3.830, 8.642], [-12.028, -2.667, 9.117], [-10.229, -0.815, 3.242], [-9.485, 0.712, 3.685], [-12.503, 0.239, 3.721], [-11.626, 1.065, 2.419], [-11.684, 1.756, 4.052], [-9.425, -3.395, 8.035], [-7.878, -2.784, 7.477], [-9.861, -4.403, 5.801], [-8.283, -4.935, 6.382], [-8.399, -3.658, 5.157]],
  "forces_ev_per_angstrom": [[-0.10, -0.02, -0.65], [0.03, -0.12, 0.33], [0.31, 0.06, 0.03], [-0.21, -0.53, -0.29], [0.81, 0.09, -0.25], [-0.02, -0.44, 0.52], [0.45, 0.09, -0.32], [-0.08, -0.09, 0.36], [0.74, 0.87, 0.13], [-0.76, -0.10, 0.13], [0.59, 0.45, -0.35], [-0.44, -0.28, 0.05], [-0.09, 0.09, 0.19], [-0.54, -0.10, -0.47], [-0.21, -0.12, 0.14], [0.17, 0.23, -0.28], [-0.08, -0.08, 0.10], [0.21, 0.31, -0.28], [-0.34, -0.51, 0.52], [0.30, 0.37, -0.39], [-0.08, -0.08, 0.22], [-0.02, -0.09, -0.04], [-0.28, 0.20, 0.19], [0.24, -0.21, -0.26], [0.13, 0.32, 0.11], [0.31, 0.10, -0.18], [-0.16, -0.16, 0.16], [0.09, -0.29, 0.02], [-0.14, 0.20, 0.18], [0.18, -0.26, -0.11], [-0.03, 0.21, 0.31], [-0.27, 0.39, 0.23], [-0.08, -0.18, -0.17], [0.02, 0.20, 0.09], [0.23, -0.07, -0.60], [-0.09, -0.17, 0.29], [0.06, 0.07, -0.19], [0.12, 0.17, 0.20], [-0.01, -0.10, 0.10], [-0.07, -0.06, 0.29], [-0.11, -0.03, 0.00], [-0.11, -0.10, -0.10], [-0.03, 0.03, -0.03], [-0.05, 0.14, 0.07], [0.04, 0.18, 0.04], [-0.02, 0.03, 0.06], [-0.19, 0.06, 0.18], [-0.21, 0.10, -0.16], [-0.07, 0.18, -0.01], [-0.07, -0.21, -0.09], [-0.19, 0.02, 0.10], [0.03, 0.01, -0.03], [-0.14, -0.13, -0.20], [-0.25, -0.14, 0.02], [-0.03, 0.01, -0.17], [-0.05, 0.03, -0.08], [0.26, -0.26, 0.07], [-0.07, -0.38, 0.04], [0.02, 0.05, 0.04], [0.18, 0.10, 0.05], [0.26, 0.02, 0.09], [0.09, 0.10, 0.08], [0.07, 0.01, 0.01], [0.04, 0.00, 0.00], [-0.09, -0.08, 0.15], [-0.04, -0.02, -0.06], [-0.11, -0.22, 0.02], [0.03, 0.03, -0.06], [0.00, 0.00, 0.07], [0.16, 0.02, -0.12], [-0.14, 0.27, -0.11], [-0.11, -0.15, -0.21], [0.00, 0.05, 0.09], [-0.02, -0.03, 0.07], [0.00, -0.04, 0.01], [-0.06, 0.03, -0.01], [0.03, 0.00, 0.06], [1.57, -1.97, -0.25], [-3.54, 3.92, -1.29], [0.42, -0.69, 0.16], [0.35, 0.24, 0.06], [-0.09, -0.18, -0.01], [0.24, -0.35, -0.12], [-0.25, 0.14, 0.14], [0.09, 0.16, -0.05], [1.17, -1.18, 1.67], [0.27, -0.29, -0.23], [0.01, 0.18, 0.17], [-0.13, -0.06, -0.01], [-0.12, -0.01, -0.05], [0.04, 0.02, 0.03], [-0.01, 0.01, 0.02], [0.01, 0.06, 0.00], [0.13, 0.05, 0.00], [0.07, -0.01, -0.10], [0.02, -0.10, 0.08], [0.00, -0.03, -0.01], [-0.05, -0.03, 0.00], [-0.04, 0.07, 0.03], [-0.14, 0.14, -0.03], [-0.03, -0.05, -0.02], [-0.01, 0.00, -0.07], [0.02, -0.05, -0.04], [1.23, -2.05, 0.71], [-1.38, 5.00, -0.10], [0.39, -0.62, -0.07], [-0.37, -0.17, 0.17], [0.19, -0.01, -0.07], [0.18, -0.28, 0.22], [-0.10, 0.24, -0.24], [-0.15, 0.02, 0.12], [-0.12, -2.15, -0.96], [0.24, -0.26, 0.28], [-0.23, 0.01, -0.09], [0.10, 0.07, -0.08], [0.08, 0.11, -0.02], [-0.04, -0.03, 0.00], [-0.01, 0.00, -0.02], [-0.06, 0.02, 0.02], [-0.10, -0.07, 0.08], [0.04, -0.03, 0.12], [0.04, -0.10, -0.08], [0.02, 0.00, 0.00], [0.05, 0.02, -0.03], [-0.06, 0.05, -0.03], [-0.05, 0.19, -0.02], [0.06, 0.00, -0.02], [0.04, 0.03, 0.05], [0.05, -0.02, 0.03]],
  "homo_lumo_gap_ev": 8.39,
  "smiles": "C[Si](C)(CCCCCCCCc1c(CCc2ccccc2)ccc2c1C(=O)C=CC2=O)c1ccccc1.CCOP(=O)(OCC)OCC.CCOP(=O)(OCC)OCC",
  "total_energy_ha": -3519.573604,
  "charge": 0,
  "homo_energy_ev": -9.13
}



[2]
{
  "formula": "C2H5OP",
  "method": "wB97M-V/def2-TZVPD",
  "elements": ["C", "C", "O", "P", "H", "H", "H", "H", "H"],
  "positions_angstrom": [[-0.561, -0.913, 0.041], [0.191, -0.008, 0.910], [1.933, 0.748, 0.056], [-1.189, 0.846, 0.112], [-0.126, -1.254, -0.887], [-1.147, -1.677, 0.540], [0.478, -0.103, 1.938], [1.597, 1.322, -0.632], [-0.461, 1.245, -1.020]],
  "forces_ev_per_angstrom": [[0.16, -0.09, 0.06], [3.15, 1.84, -2.39], [-2.56, -2.11, 2.11], [-0.61, -0.03, 0.28], [0.17, 0.08, -0.02], [-0.02, 0.01, 0.08], [0.14, 0.01, 0.15], [-0.52, 0.21, -0.18], [0.10, 0.08, -0.09]],
  "relative_energy_ev": 3.692,
  "homo_lumo_gap_ev": [9.61, 9.61],
  "total_energy_ha": -495.644833,
  "charge": 0,
  "homo_energy_ev": [-9.84, -9.84]
}



[3]
{
  "formula": "C6H12O",
  "method": "wB97M-V/def2-TZVPD",
  "elements": ["C", "C", "C", "O", "C", "C", "C", "H", "H", "H", "H", "H", "H", "H", "H", "H", "H", "H", "H"],
  "positions_angstrom": [[1.867, -0.510, 0.063], [0.753, 0.441, -0.334], [-0.061, 0.223, -1.408], [-1.362, 0.135, -1.135], [-1.516, 0.286, 0.311], [-1.862, -1.052, 0.934], [-0.189, 0.891, 0.777], [2.514, -0.765, -0.780], [1.400, -1.439, 0.431], [2.447, -0.091, 0.881], [1.821, 1.295, -1.345], [0.172, 0.227, -2.471], [2.377, 0.995, -2.209], [-2.343, 0.981, 0.406], [-2.756, -1.465, 0.460], [-2.059, -0.915, 2.003], [-1.043, -1.770, 0.821], [0.096, 0.546, 1.777], [-0.254, 1.987, 0.817]],
  "forces_ev_per_angstrom": [[0.08, 0.22, -0.15], [-0.61, -1.00, 0.43], [0.22, -0.01, 0.05], [-0.40, 0.65, -0.13], [-0.18, 0.12, 0.16], [-0.02, 0.00, -0.05], [-0.26, -0.09, 0.14], [-0.03, 0.08, 0.16], [0.18, 0.25, -0.08], [0.26, 0.02, 0.00], [2.09, -0.92, -3.35], [0.13, -0.48, 0.33], [-1.39, 1.31, 2.64], [-0.12, 0.04, 0.18], [0.08, -0.01, 0.07], [0.01, -0.04, -0.17], [-0.07, 0.13, -0.01], [-0.05, -0.06, -0.20], [0.07, -0.19, -0.03]],
  "relative_energy_ev": 4.106,
  "homo_lumo_gap_ev": 8.59,
  "total_energy_ha": -310.908374,
  "charge": 0,
  "homo_energy_ev": -7.70
}



Question: charge of number 3 (C6H12O)?
Answer: 0